Entry 1:
# C14H26CrF12N4O11S4

C14H26CrF12N4O11S4 as an isolated structure in a non-equilibrium geometry (the ωB97M-V functional and the def2-TZVPD basis, OMol25).

Last column: Mulliken spin population.
Positions of all 72 atoms, in Å:
Cr  0.164088  -0.316584  0.107746  3.585
C  0.444488  3.832636  0.790976  0.012
F  1.193978  3.426186  1.832656  0.001
F  0.113278  5.115196  0.957186  0.000
F  1.140178  3.667696  -0.340594  0.001
S  -1.183332  2.711776  0.749106  0.042
O  -1.258272  2.175246  2.101776  0.013
O  -2.248952  3.659316  0.415376  0.005
N  -0.752312  1.425116  -0.347594  -0.078
S  -1.236842  2.123406  -1.736604  0.051
O  -1.062312  3.575436  -1.879934  0.000
O  -0.655152  1.399276  -2.850474  0.003
C  -3.125562  1.712396  -1.636754  0.002
F  -3.416552  0.938536  -0.602904  0.001
F  -3.851242  2.844086  -1.674364  0.000
F  -3.394342  0.949686  -2.708074  0.000
C  0.501978  -2.869514  -3.483614  -0.001
F  1.801858  -3.231884  -3.262234  0.000
F  0.609158  -1.695514  -4.143354  0.000
F  -0.093862  -3.743114  -4.322634  0.000
S  -0.504722  -2.683674  -1.838384  0.078
O  -1.377482  -1.499404  -1.992554  0.021
O  -1.208852  -3.943084  -1.654154  0.001
N  0.616568  -2.216694  -0.577314  -0.014
S  1.566008  -3.435474  -0.424234  0.030
O  1.365498  -4.701024  -1.164124  0.001
O  2.938948  -2.953644  -0.500244  0.006
C  1.284118  -3.876114  1.458316  0.004
F  0.134938  -4.536454  1.616166  0.000
F  2.224708  -4.685144  1.891296  0.000
F  1.392268  -2.746314  2.215726  0.011
C  1.025658  0.367686  3.186656  0.025
O  1.496648  0.110056  1.901386  0.005
C  2.836438  0.582256  1.635256  0.019
C  3.151828  0.319226  0.177746  0.039
N  2.039588  0.578796  -0.754334  -0.038
C  2.352768  0.144446  -2.156924  0.071
C  3.297178  1.102666  -2.896204  0.007
O  2.741688  2.425256  -2.658274  0.001
C  3.660078  3.463456  -3.150494  0.000
H  0.070398  -0.119994  3.380956  -0.009
H  0.963388  1.452276  3.275396  0.002
H  1.664768  0.021996  3.999146  0.006
H  3.581468  0.173306  2.317746  0.003
H  2.904798  1.655126  1.815186  -0.004
H  3.485008  -0.718514  0.163886  -0.029
H  4.035678  0.896866  -0.092914  0.003
H  2.181238  1.565026  -0.919834  0.032
H  1.453428  0.163716  -2.772484  -0.002
H  2.697528  -0.881354  -2.287154  -0.001
H  3.291698  0.782746  -3.938184  0.000
H  4.339158  0.974736  -2.602944  0.000
H  3.373448  3.619446  -4.190504  0.000
H  4.706068  3.260126  -2.921004  0.000
H  3.557328  4.472226  -2.750574  0.000
C  -2.644992  -2.924964  1.118566  0.004
C  -2.900382  -1.426654  1.067146  0.038
C  -3.956172  -0.973944  2.055516  0.002
O  -3.918012  0.464266  2.200706  0.000
C  -4.536242  0.903676  3.418126  0.000
N  -1.635232  -0.885214  1.579156  0.030
H  -3.509542  -3.503974  0.793926  0.000
H  -2.464742  -3.274204  2.135246  0.001
H  -1.834602  -3.213574  0.449186  0.006
H  -3.117992  -1.100474  0.050116  -0.004
H  -3.794572  -1.461334  3.016996  0.000
H  -4.935012  -1.308984  1.712406  -0.001
H  -4.268162  1.951386  3.554316  0.000
H  -4.234732  0.354596  4.310146  0.000
H  -5.622182  0.813026  3.442826  0.000
H  -1.610722  -1.253324  2.519366  0.013
H  -2.046282  0.005756  1.818536  0.002

Force components x, y, z for each atom (eV/Å):
Cr 0.172 0.294 0.549
C -0.886 -0.589 -0.375
F -0.209 0.303 -0.503
F 0.273 -0.958 -0.147
F 0.034 0.287 0.768
S 0.012 1.348 2.638
O 0.495 -0.235 -1.386
O 1.422 -2.131 0.073
N -1.643 4.311 1.296
S 0.859 0.955 -3.808
O -0.541 -2.340 0.889
O -0.864 -0.321 1.260
C 0.291 0.176 -1.502
F -0.134 0.874 0.528
F 0.443 -1.300 0.181
F -0.072 0.704 -0.063
C 1.607 0.216 -1.425
F -1.673 0.034 -0.119
F -0.778 -0.549 0.830
F 0.514 0.762 1.493
S -3.202 1.109 0.123
O 2.076 -1.516 0.282
O 1.510 1.570 -0.201
N -3.117 -1.137 -3.339
S 4.927 -4.046 1.541
O -0.788 2.752 1.622
O -1.098 -0.030 0.607
C 0.595 0.108 -0.884
F -0.136 1.022 0.120
F 0.695 -0.297 -0.177
F -0.928 -0.689 -0.610
C -0.046 0.864 1.284
O 0.999 -0.715 -0.840
C -0.806 1.165 -0.112
C 1.000 -1.463 0.506
N 0.660 -0.870 -0.485
C -0.069 -0.159 -1.013
C -0.825 -0.024 0.625
O 2.128 0.230 -0.110
C -0.961 -0.120 -0.186
H -0.012 0.267 -0.515
H -0.481 -0.011 0.360
H 0.569 -0.285 -0.253
H -0.126 -0.635 -0.108
H -0.514 0.285 0.176
H -0.359 -0.206 -0.646
H 0.049 0.213 -0.008
H -1.268 0.916 0.282
H -0.431 0.271 0.560
H 0.310 -0.046 0.742
H -0.279 0.406 -0.336
H 0.164 0.540 0.490
H 0.818 -0.346 -0.326
H 0.017 -0.634 -0.539
H -0.979 -0.300 0.862
C -1.340 -0.640 -0.547
C 0.465 -1.691 0.376
C -0.917 0.404 -0.445
O -0.370 -1.134 0.738
C 0.083 0.306 -0.103
N 0.046 1.657 -0.925
H -0.148 -0.004 -0.187
H 0.336 0.178 0.111
H -0.067 0.105 0.356
H 0.231 0.035 0.205
H 0.231 0.011 0.308
H -0.280 0.125 -0.048
H -0.002 -0.090 -0.121
H 0.616 -0.257 -0.083
H -0.202 0.012 -0.620
H 0.861 -0.671 0.226
H 1.041 1.621 0.091

## Properties
LUMO (alpha / beta) ... 0.059 / 0.190 eV
Highest occupied orbital energy (alpha / beta) ... -9.384 / -10.626 eV
Maximum force ... 0.1275 hartree/bohr
Energy relative to the best compared isomer or geometry (same formula, charge and spin) ... 2.3843 eV
<S²> ... 6.010
Multiplicity ... 5


Entry 2:
# C9H14S

A 2-piece molecular cluster, C9H14S overall in a non-equilibrium geometry (the ωB97M-V functional and the def2-TZVPD basis, OMol25).

Last column: natural (NBO) charge in e.
Positions of all 24 atoms, in Å:
C  0.338961  -0.534440  -0.616265  -0.633
C  2.432963  2.355741  0.705026  -0.201
C  1.733797  1.169582  0.650027  -0.223
C  2.828706  2.962747  -0.495656  -0.231
C  1.286618  0.643966  -0.574109  0.003
C  2.627545  2.313675  -1.687318  -0.200
C  1.854105  1.150565  -1.741274  -0.223
H  2.621122  2.879958  1.631898  0.212
H  1.226420  0.688644  1.474415  0.207
H  3.296482  3.932083  -0.378087  0.213
H  2.872173  2.754768  -2.645311  0.211
H  0.412857  -0.939012  -1.626175  0.209
H  -0.659357  -0.181036  -0.377677  0.217
H  1.698458  0.589004  -2.651692  0.206
H  0.654267  -1.333678  0.020805  0.230
C  -3.028033  -2.529511  0.867749  -0.524
C  -3.127266  -1.015961  1.043168  -0.628
S  -1.381476  -3.107023  1.366956  -0.053
H  -3.792135  -3.042551  1.451702  0.212
H  -3.281701  -2.837639  -0.145849  0.220
H  -2.159584  -0.553355  1.236408  0.217
H  -1.191607  -4.130385  0.525814  0.126
H  -3.775393  -0.673548  1.848054  0.217
H  -3.487927  -0.562603  0.117385  0.217

Force components x, y, z for each atom (eV/Å):
C 0.886 0.814 -0.860
C 0.021 0.122 -0.502
C -1.791 -0.104 -0.522
C 0.252 -0.001 1.239
C 1.339 -0.355 0.011
C -0.848 -0.099 -0.980
C -0.049 -0.104 0.808
H 0.056 -0.204 0.129
H 0.522 0.225 0.713
H 0.147 -0.017 -0.530
H 0.479 0.121 0.126
H -0.572 -0.024 -0.081
H -0.195 -0.350 -0.061
H -0.110 0.353 -0.312
H -0.051 -0.297 0.726
C -0.634 -0.357 0.070
C 0.059 0.559 -0.348
S 0.191 -0.074 0.143
H 0.147 0.072 0.311
H 0.497 0.176 -0.154
H 0.089 -0.153 -0.005
H -0.227 -0.015 -0.054
H -0.140 -0.330 0.043
H -0.068 0.040 0.090

## Properties
LUMO ... 0.818 eV
Highest occupied orbital energy ... -8.893 eV
Maximum force ... 0.0363 hartree/bohr
Energy relative to the best compared isomer or geometry (same formula, charge and spin) ... 0.5768 eV